A molecular structure, C32H27AsIrN2O6PSSe. Source: the Open Molecules 2025 dataset; level of theory: wB97M-V/def2-TZVPD.

Structure (XYZ):
```
72
Properties=species:S:1:pos:R:3:mulliken_charge:R:1
Ir -0.2453 1.2262 0.4388 1.16
O -3.7799 2.2560 2.6389 -0.70
As -2.3109 1.3727 2.2911 1.50
O -1.1384 2.5970 2.0015 -0.65
O -2.4172 0.6701 0.7686 -0.46
C -2.5243 -0.0975 3.4852 -0.18
C -3.6059 -0.1499 4.3454 -0.65
C -3.8352 -1.3225 5.0604 -0.57
C -3.0015 -2.4146 4.9045 -0.68
C -1.9146 -2.3593 4.0379 -0.52
C -1.6961 -1.2084 3.3069 -0.18
S -0.2123 -1.0619 2.3455 1.78
O 0.7232 -1.9823 2.9061 -0.68
O 0.0828 0.4402 2.4589 -0.80
O -0.4151 -1.2599 0.9135 -0.47
H -3.5993 3.2023 2.5454 0.34
H -4.2534 0.7074 4.4576 0.53
H -4.6694 -1.3721 5.7472 0.42
H -3.1888 -3.3206 5.4648 0.41
H -1.2309 -3.1912 3.9394 0.53
C 3.5107 1.7155 3.8764 -0.58
C 3.1040 2.4791 2.7899 -0.73
C 2.8151 1.8675 1.5800 -0.27
C 2.9375 0.4875 1.4412 0.70
C 3.4064 -0.2644 2.5123 -0.45
C 3.6914 0.3498 3.7248 -0.73
P 2.2652 -0.4245 -0.0001 0.95
C 3.5688 -1.5888 -0.4592 -0.10
C 3.2177 -2.8765 -0.8542 -0.40
C 4.2023 -3.7773 -1.2373 -0.68
C 5.5337 -3.3918 -1.2272 -0.46
C 5.8897 -2.1101 -0.8220 -0.76
C 4.9122 -1.2106 -0.4307 -0.23
C 2.0919 0.7559 -1.3223 1.14
C 2.9728 0.8694 -2.3986 -0.56
C 2.8181 1.8757 -3.3274 -0.89
C 1.7691 2.7721 -3.1779 -0.58
C 0.8568 2.6366 -2.1422 -0.83
C 0.9691 1.6006 -1.1933 -0.61
H 3.6765 2.1834 4.8378 0.40
H 2.9984 3.5520 2.8847 0.45
H 2.5259 2.4855 0.7372 0.42
H 3.5066 -1.3390 2.4181 0.41
H 4.0252 -0.2505 4.5612 0.41
H 2.1760 -3.1744 -0.8468 0.44
H 3.9287 -4.7797 -1.5386 0.41
H 6.3005 -4.0919 -1.5323 0.40
H 6.9302 -1.8133 -0.8115 0.42
H 5.1891 -0.2154 -0.1029 0.49
H 3.7960 0.1706 -2.4807 0.43
H 3.5166 1.9771 -4.1479 0.44
H 1.6495 3.5896 -3.8784 0.43
H 0.0633 3.3575 -2.0796 0.70
C -4.7470 1.0505 -0.9552 -1.22
N -3.6906 0.9406 -1.9564 0.29
C -2.5020 1.5475 -1.9560 0.00
Se -1.8362 2.8095 -0.7059 -0.16
N -1.8259 1.1582 -3.0455 0.25
C -2.5818 0.2542 -3.7735 0.42
C -2.3540 -0.4006 -4.9795 -0.75
C -3.3663 -1.2187 -5.4328 -0.58
C -4.5563 -1.3956 -4.7047 -0.63
C -4.7812 -0.7407 -3.5127 -0.75
C -3.7694 0.1065 -3.0702 0.81
H -4.6033 1.9587 -0.3808 0.36
H -4.6985 0.1992 -0.2823 0.33
H -5.7046 1.0804 -1.4701 0.45
H -0.8764 1.4536 -3.2312 0.13
H -1.4352 -0.2690 -5.5345 0.46
H -3.2460 -1.7353 -6.3751 0.41
H -5.3137 -2.0634 -5.0920 0.41
H -5.6940 -0.8840 -2.9515 0.43
```

Calculated values
2S+1: 2
<S²>: 0.88
Gap between HOMO and LUMO (spin up / spin down): 5.473 / 5.282 eV
Net charge: +1
Lowest unoccupied orbital energy (spin up / spin down): -4.882 / -4.921 eV
HOMO level (spin up / spin down): -0.3805 / -0.3749 hartree


A molecular structure, C4H10NO4. Source: the Open Molecules 2025 dataset; level of theory: wB97M-V/def2-TZVPD.

Structure (XYZ):
```
19
Properties=species:S:1:pos:R:3:mulliken_charge:R:1
O -2.5045 0.1216 1.3274 -0.63
C -1.5284 -0.6188 1.4263 -0.08
N -0.3051 -0.3806 0.9633 0.21
C 0.1198 0.8998 0.4570 -0.60
C 0.2191 0.7830 -1.0876 -0.38
O 0.6651 -0.5103 -1.3772 -0.85
C 1.6490 1.0094 0.7172 -0.55
O 2.1608 -0.2427 0.3914 -0.78
H -1.6948 -1.6383 1.8390 0.35
H 0.3942 -1.0983 0.9798 0.28
H -0.3281 1.7552 0.9587 0.39
H -0.7953 0.9583 -1.4903 0.24
H 0.8423 1.5176 -1.6200 0.38
H 1.4842 -0.4982 -0.5609 0.45
H 1.9748 1.3124 1.7471 0.33
H 2.1174 1.8185 0.1340 0.30
H -0.7329 -1.4220 -1.5588 0.43
H -2.2887 -1.6801 -1.4914 0.29
O -1.4489 -2.0868 -1.7552 -0.76
```

Calculated values
Gap between HOMO and LUMO: 8.088 eV
Net charge: -1
Lowest unoccupied orbital energy: 3.877 eV
HOMO level: -0.1547 hartree


A molecular structure, C28H17N5O7S3SbTc. Source: the Open Molecules 2025 dataset; level of theory: wB97M-V/def2-TZVPD.

Structure (XYZ):
```
62
Properties=species:S:1:pos:R:3:mulliken_charge:R:1
Tc 0.2240 -0.1768 1.0374 -0.06
S -1.4977 -0.3302 2.6093 -0.12
C -1.9124 -1.8017 1.8107 0.94
S -0.9021 -2.0296 0.4096 -0.32
C -2.8486 -2.6837 2.2202 0.69
C -3.6269 -2.4215 3.3883 -0.23
N -4.2380 -2.1863 4.3317 -0.33
C -3.0657 -3.8919 1.4874 -0.19
N -3.2101 -4.8666 0.8967 -0.34
S -0.7618 1.5297 -0.0971 -0.28
Sb 0.9858 2.5850 -1.3178 1.68
C 0.2554 4.5381 -1.3433 0.80
C -0.2642 5.1206 -0.1897 -0.58
C -0.7141 6.4303 -0.2317 -0.73
C -0.6438 7.1504 -1.4176 -0.49
C -0.1287 6.5665 -2.5658 -0.69
C 0.3223 5.2546 -2.5345 -0.32
C 2.7295 2.4837 -0.1744 1.24
C 2.6104 2.7403 1.1893 -0.79
C 3.7272 2.6454 2.0060 -0.75
C 4.9551 2.2964 1.4621 -0.57
C 5.0730 2.0483 0.1012 -0.65
C 3.9610 2.1405 -0.7237 -0.51
C 1.0718 1.9872 -3.3043 0.84
C -0.1310 1.6021 -3.8925 -0.61
C -0.1551 1.2713 -5.2370 -0.69
C 1.0106 1.3358 -5.9889 -0.52
C 2.2030 1.7331 -5.4037 -0.79
C 2.2395 2.0617 -4.0574 -0.43
H -0.3354 4.5614 0.7360 0.24
H -1.1229 6.8886 0.6586 0.41
H -0.9972 8.1725 -1.4465 0.40
H -0.0805 7.1292 -3.4883 0.41
H 0.7130 4.8000 -3.4377 0.41
H 1.6560 3.0212 1.6235 0.37
H 3.6382 2.8442 3.0656 0.45
H 5.8251 2.2219 2.1009 0.44
H 6.0318 1.7805 -0.3229 0.50
H 4.0719 1.9261 -1.7766 0.03
H -1.0448 1.5436 -3.3115 0.44
H -1.0830 0.9612 -5.6980 0.42
H 0.9874 1.0744 -7.0384 0.41
H 3.1100 1.7807 -5.9904 0.45
H 3.1776 2.3702 -3.6201 0.45
O 5.9962 -4.3512 1.5234 -0.60
N 5.9229 -3.8310 0.4327 1.01
O 6.6925 -3.9889 -0.4883 -0.60
C 4.7892 -2.9166 0.2046 -0.76
C 3.8773 -2.7223 1.2149 -0.75
C 2.8524 -1.8235 0.9807 1.16
C 2.6541 -1.1507 -0.2387 0.57
O 1.6571 -0.3214 -0.4255 -0.22
C 3.6039 -1.4496 -1.2320 -0.40
C 4.6716 -2.2857 -1.0253 -0.65
N 3.4107 -0.9038 -2.5781 1.21
O 4.3529 -0.3327 -3.0923 -0.58
O 2.3091 -1.0341 -3.0615 -0.55
N 1.9013 -1.5815 2.0273 1.07
O 1.5330 -2.4562 2.7791 -0.48
O 1.6888 -0.2923 2.3421 -0.72
H 3.9747 -3.2383 2.1599 0.64
H 5.3908 -2.4720 -1.8109 0.63
```

Calculated values
2S+1: 2
<S²>: 1.19
Gap between HOMO and LUMO (spin up / spin down): 5.243 / 6.370 eV
Net charge: +1
Lowest unoccupied orbital energy (spin up / spin down): -6.553 / -5.735 eV
HOMO level (spin up / spin down): -0.4335 / -0.4449 hartree


2 unconnected molecules or ions with the total composition C3H8N3OS. Source: the Open Molecules 2025 dataset; level of theory: wB97M-V/def2-TZVPD.

Structure (XYZ):
```
16
Properties=species:S:1:pos:R:3:mulliken_charge:R:1
C -1.0396 -1.4549 0.2819 -0.01
C -2.6925 0.3221 -0.1912 0.19
C 2.5911 0.8862 0.3952 -0.83
N -2.0835 -0.7718 -0.0119 -0.21
N 0.1666 -1.1999 -0.2025 0.04
N 0.3557 -0.0646 -0.9649 -0.52
O -2.5684 1.4063 0.4880 -0.37
S 0.9413 1.3127 -0.2433 0.06
H -1.1595 -2.3461 0.8883 0.39
H -3.4980 0.3591 -0.9245 0.36
H 3.2289 0.6052 -0.4390 0.30
H 2.5269 0.0908 1.1316 0.27
H 2.9684 1.7914 0.8607 0.36
H 0.9292 -1.8500 -0.0235 0.24
H 1.1775 -0.5183 -2.1835 0.37
H -1.8441 1.4317 1.1389 0.36
```

Calculated values
Gap between HOMO and LUMO: 9.031 eV
Net charge: +1
Lowest unoccupied orbital energy: -4.183 eV
HOMO level: -0.4856 hartree


ΔE to the lowest compared entry with this formula, charge and spin, respectively: 505.2; 171.4; 127.5; 329.4 kJ/mol.